{
  "formula": "C40H92O28P4",
  "method": "the ωB97M-V functional and the def2-TZVPD basis",
  "smiles": "CCOP(=O)(OCC)OCC.CCOP(=O)(OCC)OCC.CCOP(=O)(OCC)OCC.CCOP(=O)(OCC)OCC.CCOC(=O)OC.CCOC(=O)OC.CCOC(=O)OC.CCOC(=O)OC",
  "homo_ev": -10.234,
  "mol_weight_da": 1145.0,
  "orbital_gap_ev": 10.43,
  "de_lowest_kj_mol": 220.5,
  "total_charge": 0,
  "symbols": ["C", "C", "O", "P", "O", "O", "C", "C", "O", "C", "C", "H", "H", "H", "H", "H", "H", "H", "H", "H", "H", "H", "H", "H", "H", "H", "C", "C", "O", "P", "O", "O", "C", "C", "O", "C", "C", "H", "H", "H", "H", "H", "H", "H", "H", "H", "H", "H", "H", "H", "H", "H", "C", "C", "O", "P", "O", "O", "C", "C", "O", "C", "C", "H", "H", "H", "H", "H", "H", "H", "H", "H", "H", "H", "H", "H", "H", "H", "C", "C", "O", "P", "O", "O", "C", "C", "O", "C", "C", "H", "H", "H", "H", "H", "H", "H", "H", "H", "H", "H", "H", "H", "H", "H", "C", "C", "O", "C", "O", "O", "C", "H", "H", "H", "H", "H", "H", "H", "H", "C", "C", "O", "C", "O", "O", "C", "H", "H", "H", "H", "H", "H", "H", "H", "C", "C", "O", "C", "O", "O", "C", "H", "H", "H", "H", "H", "H", "H", "H", "C", "C", "O", "C", "O", "O", "C", "H", "H", "H", "H", "H", "H", "H", "H"],
  "xyz": [[-2.048, -16.699, 25.095], [-1.801, -15.239, 25.335], [-2.048, -14.476, 24.197], [-0.856, -13.806, 23.315], [-0.181, -12.651, 23.949], [-1.663, -13.504, 21.925], [-2.764, -12.570, 21.984], [-4.043, -13.404, 22.109], [0.085, -15.098, 22.871], [1.226, -15.404, 23.585], [2.337, -15.537, 22.582], [-1.657, -17.249, 25.951], [-3.130, -16.785, 24.989], [-1.544, -17.020, 24.184], [-2.436, -14.875, 26.143], [-0.779, -15.110, 25.690], [-2.625, -11.902, 22.834], [-2.867, -11.880, 21.147], [-4.077, -14.032, 23.000], [-4.922, -12.775, 22.244], [-4.337, -13.895, 21.182], [1.394, -14.718, 24.415], [1.093, -16.342, 24.125], [3.322, -15.467, 23.043], [2.263, -16.453, 21.996], [2.294, -14.737, 21.844], [9.822, -7.786, 24.399], [9.541, -6.988, 23.161], [8.394, -7.548, 22.529], [8.412, -7.960, 20.934], [7.094, -8.622, 20.563], [8.746, -6.606, 20.137], [7.832, -5.546, 19.864], [8.633, -4.270, 19.935], [9.736, -8.814, 20.754], [9.769, -10.174, 20.973], [11.096, -10.579, 21.597], [8.986, -7.964, 25.075], [10.085, -8.808, 24.127], [10.593, -7.358, 25.040], [9.281, -5.961, 23.419], [10.434, -7.082, 22.543], [7.402, -5.684, 18.872], [7.006, -5.591, 20.574], [9.293, -4.286, 19.068], [7.995, -3.395, 19.814], [9.166, -4.157, 20.880], [9.034, -10.685, 21.595], [9.547, -10.612, 20.000], [11.214, -11.659, 21.676], [11.889, -10.170, 20.970], [11.213, -10.159, 22.596], [2.788, -11.028, 28.737], [2.724, -11.876, 30.024], [3.276, -13.112, 29.679], [2.532, -14.509, 29.945], [1.066, -14.524, 29.625], [3.458, -15.570, 29.084], [4.859, -15.570, 29.073], [5.346, -16.744, 28.148], [2.944, -14.772, 31.483], [2.464, -15.918, 32.092], [3.593, -16.800, 32.441], [2.318, -10.045, 28.745], [3.819, -10.932, 28.395], [2.326, -11.635, 27.959], [3.375, -11.335, 30.710], [1.783, -11.987, 30.563], [5.221, -14.594, 28.748], [5.199, -15.747, 30.093], [4.823, -16.842, 27.197], [6.403, -16.762, 27.884], [5.267, -17.683, 28.696], [1.927, -15.535, 32.960], [1.659, -16.476, 31.614], [4.248, -17.127, 31.633], [4.216, -16.214, 33.116], [3.216, -17.606, 33.071], [15.854, -17.262, 30.730], [17.301, -17.065, 31.275], [17.779, -17.787, 32.397], [17.008, -17.876, 33.817], [15.512, -18.001, 33.724], [17.749, -19.134, 34.534], [17.453, -20.471, 34.170], [16.388, -21.026, 35.116], [17.509, -16.629, 34.677], [17.293, -16.681, 36.129], [18.413, -17.470, 36.816], [15.071, -16.947, 31.421], [15.691, -16.671, 29.829], [15.777, -18.314, 30.455], [17.980, -17.160, 30.427], [17.252, -16.015, 31.564], [17.199, -20.638, 33.123], [18.342, -21.085, 34.312], [16.624, -20.809, 36.158], [15.412, -20.568, 34.952], [16.391, -22.114, 35.046], [17.429, -15.635, 36.404], [16.287, -16.991, 36.413], [19.384, -17.521, 36.322], [18.640, -17.023, 37.784], [18.107, -18.509, 36.941], [11.043, -21.654, 24.977], [10.839, -20.568, 25.975], [11.332, -21.021, 27.233], [11.174, -20.334, 28.359], [10.572, -19.274, 28.395], [11.836, -20.940, 29.353], [11.771, -20.425, 30.663], [10.447, -21.506, 24.077], [10.736, -22.632, 25.349], [12.061, -21.725, 24.596], [9.798, -20.247, 26.025], [11.346, -19.636, 25.725], [12.797, -20.539, 31.011], [11.139, -21.062, 31.282], [11.346, -19.436, 30.836], [10.840, -13.750, 27.637], [9.553, -14.177, 26.945], [9.008, -13.019, 26.343], [8.034, -13.164, 25.456], [7.755, -14.206, 24.918], [7.516, -12.016, 25.169], [6.489, -11.922, 24.184], [11.514, -13.287, 26.916], [11.319, -14.581, 28.155], [10.659, -13.046, 28.449], [8.863, -14.553, 27.701], [9.843, -14.849, 26.138], [6.730, -12.287, 23.186], [6.255, -10.857, 24.185], [5.579, -12.448, 24.472], [0.888, -7.603, 22.037], [0.179, -7.903, 20.727], [-0.936, -7.046, 20.649], [-1.660, -6.809, 19.487], [-1.360, -7.264, 18.389], [-2.684, -5.970, 19.798], [-3.391, -5.346, 18.747], [0.304, -7.962, 22.884], [0.968, -6.552, 22.315], [1.886, -8.036, 22.115], [-0.192, -8.924, 20.642], [0.795, -7.734, 19.844], [-4.350, -5.831, 18.567], [-2.832, -5.377, 17.812], [-3.651, -4.326, 19.030], [18.522, -13.504, 20.700], [18.150, -12.636, 21.949], [17.374, -13.407, 22.838], [17.077, -12.944, 24.088], [17.414, -11.901, 24.623], [16.208, -13.800, 24.678], [15.694, -15.045, 24.155], [18.968, -12.949, 19.875], [17.670, -14.045, 20.288], [19.092, -14.390, 20.981], [17.590, -11.788, 21.552], [19.090, -12.327, 22.404], [16.552, -15.670, 23.906], [15.152, -14.943, 23.214], [15.026, -15.533, 24.865]],
  "forces_ev_per_angstrom": [[-0.3, 0.3, -0.1], [1.0, -0.3, 1.4], [0.5, 1.2, -1.8], [-0.6, -0.7, -0.8], [-0.4, -1.3, -0.5], [1.4, -0.1, 1.0], [-1.2, -0.5, 1.0], [-1.0, 0.9, 0.1], [-3.4, 2.3, -0.2], [1.3, -0.6, 1.1], [0.8, 0.3, -0.3], [-0.3, -0.2, 0.0], [0.1, -0.7, -0.1], [-0.1, -0.1, 0.0], [-0.1, 0.1, -0.1], [0.2, 0.2, 0.0], [0.0, -0.1, 0.3], [0.8, -0.5, -0.5], [0.4, -0.3, -0.4], [0.1, 0.7, 0.2], [0.7, -0.6, 0.1], [0.4, 0.6, -0.4], [-0.2, -0.4, -0.2], [0.0, -0.3, 0.1], [0.0, -0.2, 0.2], [-0.1, 0.2, 0.2], [-0.1, -0.9, 1.0], [0.0, -0.1, 0.6], [-0.3, -0.6, -2.1], [-3.5, 0.0, 0.6], [3.1, 1.3, 0.8], [1.0, -1.8, 0.5], [-0.5, 0.1, 0.5], [-0.4, 0.2, -0.5], [-0.5, 2.6, 0.2], [0.2, -3.1, -0.1], [0.3, 0.5, -0.7], [-0.5, 0.5, -0.3], [0.4, 0.0, -0.1], [0.3, 0.1, -0.3], [0.3, 0.1, -0.2], [-0.1, 0.5, -0.3], [0.1, -0.1, 0.0], [0.0, 0.1, 0.1], [0.4, 0.2, 0.3], [-0.2, 0.0, 0.0], [0.1, -0.2, -0.2], [-0.8, 1.1, 0.4], [0.6, -0.4, -0.1], [-0.2, 0.0, -0.1], [0.3, -0.2, 0.1], [-0.1, 0.1, 0.0], [-0.7, -0.9, -0.4], [0.4, 2.3, -0.1], [0.3, -2.2, 0.1], [-0.1, 0.0, -1.0], [2.6, -0.4, 0.6], [-2.8, 1.2, 0.7], [1.4, -0.8, -0.7], [0.0, 0.1, 0.7], [-0.1, 1.5, -2.5], [-1.6, -0.9, 1.2], [0.8, 0.0, 1.6], [0.0, -0.1, 0.4], [0.1, 0.1, 0.4], [-0.3, 0.2, -0.2], [0.3, -0.5, 0.4], [-0.4, 0.1, -0.6], [0.1, 0.0, -0.1], [0.3, 0.1, 0.0], [-0.3, 0.3, 0.2], [0.2, 0.8, 0.2], [-0.5, -0.1, 0.0], [0.3, -0.3, 0.6], [0.1, 0.3, -1.1], [-0.5, -0.2, -0.2], [0.4, 0.0, 0.0], [0.2, -0.4, -0.4], [0.7, -1.0, 0.4], [-1.8, 2.3, -0.7], [-0.5, -0.8, 1.2], [-1.6, -0.9, -0.4], [2.3, 0.1, 0.1], [-0.1, 1.7, -1.0], [-0.5, -1.3, 0.8], [0.1, 0.1, 0.0], [-0.3, -1.1, -0.2], [1.7, 0.9, -0.2], [-0.3, -0.6, 0.4], [0.2, -0.4, 0.2], [0.5, 0.1, -0.1], [-0.6, -0.1, 0.0], [0.3, -0.4, 0.5], [0.7, 0.3, 0.0], [-0.3, 0.6, -0.1], [0.4, 0.4, 0.1], [0.4, 0.1, 0.0], [0.0, -0.3, -0.3], [-0.4, 0.0, -0.2], [-0.3, 0.0, 0.0], [0.1, -0.2, -0.3], [-0.3, 0.4, -0.6], [-0.3, -0.1, 0.2], [0.1, 0.1, 0.2], [0.1, -0.7, -1.0], [-0.4, 1.3, 0.3], [0.6, -1.3, 0.6], [-0.5, 1.8, -0.7], [0.5, -1.0, 0.6], [-0.7, 0.1, -1.3], [0.1, -0.3, 1.2], [-0.2, 0.3, 0.1], [0.1, 0.1, 0.3], [0.2, 0.0, 0.4], [-0.2, -0.4, 0.4], [0.4, -0.1, -0.1], [-0.2, 0.5, 0.3], [0.0, -0.4, -0.2], [0.4, 0.2, -0.8], [-0.2, 0.3, 0.4], [1.3, 0.0, 0.2], [-0.3, 1.3, 0.5], [0.7, -1.8, -0.8], [-0.4, -0.4, 0.1], [-0.3, 1.6, 0.0], [-0.8, 0.3, 0.1], [0.1, -0.1, 0.1], [0.1, -0.3, -0.4], [-0.2, 0.3, -0.2], [-0.2, -0.5, -0.4], [-0.6, -0.5, 0.3], [0.6, 0.1, 0.2], [0.1, -0.1, -0.3], [0.2, -0.2, 0.3], [-0.3, -0.1, 0.8], [0.5, -0.1, -0.9], [-2.8, 1.7, -0.9], [1.7, -0.8, -0.1], [-0.9, 1.0, 1.9], [1.3, -0.9, 0.4], [-0.6, 0.0, -0.9], [-0.1, -0.5, -0.1], [0.1, 0.3, -0.8], [-0.1, -0.1, -0.3], [0.2, -0.2, 0.3], [0.3, 0.1, 0.1], [0.1, -0.4, 0.1], [0.1, 0.1, 0.1], [0.5, 0.0, 0.2], [-0.9, -0.9, 0.9], [1.1, -0.2, -1.9], [-0.3, -0.2, 1.0], [-0.7, 0.5, -0.1], [-0.3, -2.1, -1.3], [-0.3, 0.4, 0.7], [1.1, 0.1, -1.1], [0.2, 0.1, 0.4], [-0.6, 0.6, -0.1], [0.8, 0.4, 0.2], [-0.1, 0.2, 0.5], [-0.3, 0.3, 0.3], [-0.1, -0.3, 0.3], [-0.1, 0.5, 0.0], [0.4, 0.5, 0.3]]
}